No. 1
ORCA calculation (wB97M-V/def2-TZVPD) on a 2-piece molecular cluster, C2H2FIO overall in a non-equilibrium geometry.

Geometry as XYZ:
```
7
Properties=species:S:1:pos:R:3
C -0.733 -0.351 -0.031
C -0.210 0.333 0.934
O 0.853 -1.030 -1.344
F -0.927 0.823 1.957
I 1.765 0.450 -2.090
H -1.588 -0.833 -0.437
H 0.840 0.608 1.010
```

The frontier orbital gap (alpha / beta) comes out at 7.36 / 7.32 eV. Its spin multiplicity is 1. The calculation puts the HOMO energy (alpha / beta) at -8.94 / -8.92 eV.

natural (NBO) analysis output, partial charges in e:
1 C 0.09
2 C 0.15
3 O -0.82
4 F -0.31
5 I 0.44
6 H 0.23
7 H 0.21



No. 2
ORCA calculation (wB97M-V/def2-TZVPD) on a 15-piece molecular cluster, C5H41NO15 overall in a non-equilibrium geometry.

Geometry as XYZ:
```
62
Properties=species:S:1:pos:R:3
C -0.540 -0.784 -0.011
N -1.813 -0.276 0.630
C -2.895 -1.265 0.577
C -2.546 0.266 3.069
C -1.393 0.265 1.989
C -0.931 1.729 1.698
O 0.531 1.784 1.772
H 0.249 -0.403 0.632
H -0.543 -0.585 -1.085
H -0.523 -1.900 0.071
H -3.791 -0.754 0.969
H -3.032 -1.587 -0.456
H -2.647 -2.208 1.127
H -3.338 -0.385 2.693
H -3.146 1.160 3.265
H -2.026 -0.255 3.868
H -0.549 -0.302 2.409
H -1.274 2.422 2.456
H -1.196 1.919 0.646
H 0.897 1.843 0.837
H 0.586 3.217 2.958
H 0.887 4.577 3.543
O 0.657 3.681 3.807
H 0.744 2.125 -1.494
H 1.957 1.289 -0.904
O 1.281 2.001 -0.687
H -1.372 -2.860 -2.534
H -2.408 -2.115 -1.658
O -2.213 -2.370 -2.571
H 3.796 -1.194 -3.452
H 2.693 -0.275 -3.836
O 2.850 -1.060 -3.271
H -2.660 1.468 -1.294
H -1.903 2.325 -2.435
O -2.681 1.802 -2.206
H 1.049 -2.552 -1.824
H 1.044 -2.403 -3.320
O 0.525 -2.789 -2.611
H 0.061 1.803 -3.644
H -0.062 3.360 -3.388
O -0.194 2.501 -2.984
H 3.018 -0.337 -1.630
H 2.578 -0.700 -0.213
O 2.980 0.039 -0.726
H 0.867 0.812 -5.517
H 0.040 0.182 -4.307
O 0.910 0.592 -4.586
H -1.763 -0.937 -3.588
H -1.907 0.600 -3.150
O -1.456 -0.028 -3.784
H 2.338 -0.493 4.652
H 3.078 -1.864 4.932
O 2.265 -1.460 4.639
H 2.201 -3.117 -0.226
H 1.416 -2.390 0.861
O 1.666 -2.319 -0.102
H 1.283 1.131 3.264
H 1.577 2.096 4.335
O 1.888 1.210 4.032
H 0.280 -1.847 2.306
H 1.606 -1.917 3.005
O 1.004 -2.470 2.451
```

The frontier orbital gap comes out at 8.96 eV. Its spin multiplicity is 1. The calculation puts the HOMO energy at -8.87 eV.

Results of the natural (NBO) charge analysis, in e, for atoms 1 through 8:
1 C -0.46
2 N -0.49
3 C -0.39
4 C -0.65
5 C -0.04
6 C -0.09
7 O -0.84
8 H 0.21



No. 3
ORCA calculation (wB97M-V/def2-TZVPD) on a 2-piece molecular cluster, C2H4Cl4Si overall in a non-equilibrium geometry.

Geometry as XYZ:
```
11
Properties=species:S:1:pos:R:3
C -1.303 -0.686 -1.143
C 0.850 1.245 1.600
Si 0.450 -0.868 -0.467
Cl 1.635 2.480 0.693
Cl -0.749 1.805 2.117
Cl 1.056 -2.536 0.551
Cl 1.679 -0.392 -1.922
H -1.445 -1.327 -2.084
H -2.049 -0.861 -0.324
H -1.572 0.261 -1.474
H 1.449 0.876 2.453
```

The frontier orbital gap (alpha / beta) comes out at 7.36 / 7.36 eV. Its spin multiplicity is 1. The calculation puts the HOMO energy (alpha / beta) at -7.99 / -7.99 eV.

Results of the natural (NBO) charge analysis, in e, for atoms 1 through 8:
1 C -1.15
2 C -0.49
3 Si 1.37
4 Cl -0.01
5 Cl -0.04
6 Cl -0.34
7 Cl -0.34
8 H 0.26



| no. | electronic energy (Ha) |
| --- | --- |
| 1 | -550.0122 |
| 2 | -1398.4549 |
| 3 | -2208.8765 |